Entry 1:
Below is a 2-piece molecular cluster, CH3BrN2O2 overall, with properties calculated with ωB97M-V with the def2-TZVPD basis set.

Last column: Löwdin charge in e.
Cartesian coordinates (Å):
C1 0.153 -0.847 -0.494  0.068
N1 1.277 0.510 0.550  -0.462
N2 -1.088 -0.263 -0.175  -0.481
O1 -1.772 -0.793 0.677  0.048
O2 -1.259 0.900 -0.648  -0.159
Br1 0.873 2.154 -0.102  0.754
H1 0.588 -0.556 -1.477  0.122
H2 0.244 -1.728 0.119  0.105
H3 0.983 0.624 1.549  0.004

Output
ΔE to the lowest compared entry with this formula, charge and spin	83.3	kcal per mole
HOMO	-0.3455	Ha

Entry 2:
Below is one molecule with the formula CH3BrO3S, with properties calculated with ωB97M-V with the def2-TZVPD basis set.

Last column: Löwdin charge in e.
Cartesian coordinates (Å):
C1 0.022 -0.158 0.059  -0.346
O1 -2.236 1.562 -2.527  -0.457
O2 1.318 0.230 0.386  0.001
O3 -0.568 0.615 -0.990  -0.417
S1 -1.795 0.291 -2.086  0.576
Br1 -3.350 -0.556 -0.702  0.289
H1 1.307 1.147 0.695  0.106
H2 0.092 -1.207 -0.242  0.129
H3 -0.653 -0.070 0.927  0.119

Output
ΔE to the lowest compared entry with this formula, charge and spin	1.3	kcal per mole
HOMO	-0.3785	Ha

Entry 3:
Below is one molecule with the formula CH3BrOS, with properties calculated with ωB97M-V with the def2-TZVPD basis set.

Last column: Löwdin charge in e.
Cartesian coordinates (Å):
C1 -0.791 -0.208 -0.137  -0.299
O1 0.967 1.278 1.343  -0.528
S1 0.708 0.852 -0.019  0.616
Br1 2.307 -0.896 -0.731  0.106
H1 -0.674 -1.192 0.257  0.039
H2 -1.014 -0.187 -1.156  0.022
H3 -1.502 0.353 0.443  0.045

Output
ΔE to the lowest compared entry with this formula, charge and spin	2.4	kcal per mole
HOMO	-0.3661	Ha

Entry 4:
Below is a 2-piece molecular cluster, CH3Cl2NO2S overall, with properties calculated with ωB97M-V with the def2-TZVPD basis set.

Last column: Löwdin charge in e.
Cartesian coordinates (Å):
C1 0.185 -0.319 -1.292  -1.217
N1 0.286 0.844 1.137  -0.095
O1 -1.896 0.175 0.387  -0.319
O2 -0.259 -1.677 1.004  -0.314
S1 -0.571 -0.380 0.461  0.466
Cl1 -0.733 -1.219 -2.509  0.576
Cl2 1.902 -0.731 -1.097  0.517
H1 0.550 1.423 -1.647  0.238
H2 -0.431 1.278 1.744  0.089
H3 0.968 0.606 1.813  0.059

Output
ΔE to the lowest compared entry with this formula, charge and spin	78.4	kcal per mole
HOMO	-0.3761	Ha

Entry 5:
Below is CH3Cl2NO2S as an isolated structure, with properties calculated with ωB97M-V with the def2-TZVPD basis set.

Last column: Löwdin charge in e.
Cartesian coordinates (Å):
C1 -0.337 -1.049 0.797  -0.651
N1 -0.643 -2.211 0.843  0.040
O1 -3.985 -0.559 -0.187  -0.456
O2 -3.351 1.508 1.066  -0.461
S1 -3.470 0.777 -0.194  0.731
Cl1 -0.872 0.124 -0.440  0.548
Cl2 1.632 2.625 0.263  0.285
H1 0.546 -0.777 1.417  0.094
H2 0.707 3.335 0.715  -0.270
H3 -1.405 -2.684 0.173  0.140

Output
ΔE to the lowest compared entry with this formula, charge and spin	19.3	kcal per mole
HOMO	-0.3966	Ha

Entry 6:
Below is CH3Cl2OP as an isolated structure, with properties calculated with ωB97M-V with the def2-TZVPD basis set.

Last column: Löwdin charge in e.
Cartesian coordinates (Å):
C1 0.309 0.266 -0.856  -1.258
O1 -0.741 -0.335 -0.299  -0.629
P1 -1.284 -0.693 1.266  0.883
Cl1 0.715 1.915 -0.502  0.599
Cl2 1.866 -0.756 -0.745  0.445
H1 0.065 0.044 -2.246  0.186
H2 -0.919 0.596 1.656  -0.114
H3 -0.010 -1.037 1.726  -0.112

Output
ΔE to the lowest compared entry with this formula, charge and spin	99.0	kcal per mole
HOMO	-0.3803	Ha

Entry 7:
Below is CH3Cl2OPS as an isolated structure, with properties calculated with ωB97M-V with the def2-TZVPD basis set.

Last column: Löwdin charge in e.
Cartesian coordinates (Å):
C1 0.911 0.295 -0.776  -0.793
O1 -0.367 0.227 1.613  -0.277
P1 -0.655 -0.012 0.049  -0.245
S1 -1.209 -1.858 -0.215  0.206
Cl1 1.909 -0.955 -0.196  0.590
Cl2 -1.997 1.346 -0.335  0.404
H1 1.435 1.252 -0.526  0.082
H2 0.727 0.103 -1.769  0.013
H3 -0.755 -0.400 2.156  0.020

Output
ΔE to the lowest compared entry with this formula, charge and spin	23.7	kcal per mole
HOMO	-0.3322	Ha

Entry 8:
Below is a 2-piece molecular cluster, CH3Cl2P overall, with properties calculated with ωB97M-V with the def2-TZVPD basis set.

Last column: Löwdin charge in e.
Cartesian coordinates (Å):
C1 0.415 -0.365 -0.025  -0.513
P1 1.449 -3.820 3.705  0.092
Cl1 1.201 -0.775 1.460  0.474
Cl2 0.895 -4.380 1.918  -0.074
H1 -0.548 -0.227 0.254  -0.010
H2 0.769 0.455 -0.528  0.015
H3 0.450 -1.242 -0.597  0.017

Output
ΔE to the lowest compared entry with this formula, charge and spin	76.9	kcal per mole
HOMO (spin up / spin down)	-0.2986 / -0.2990	Ha

Entry 9:
Below is CH3Cl3OP as an isolated structure, with properties calculated with ωB97M-V with the def2-TZVPD basis set.

Last column: Löwdin charge in e.
Cartesian coordinates (Å):
C1 -1.576 0.061 0.024  -0.200
O1 -0.469 0.775 -0.311  -0.286
P1 1.564 0.002 -0.055  -0.197
Cl1 2.003 -1.172 -1.564  0.447
Cl2 2.707 1.569 0.029  0.481
Cl3 1.546 -1.016 1.634  0.433
H1 -2.376 0.730 -0.346  0.134
H2 -1.714 -0.064 1.102  0.092
H3 -1.685 -0.886 -0.513  0.097

Output
ΔE to the lowest compared entry with this formula, charge and spin	54.5	kcal per mole
HOMO (spin up / spin down)	-0.5619 / -0.5618	Ha
total charge	+1

Entry 10:
Below is a 2-piece molecular cluster, CH3Cl3Si overall, with properties calculated with ωB97M-V with the def2-TZVPD basis set.

Last column: Löwdin charge in e.
Cartesian coordinates (Å):
C1 -0.487 -0.200 -2.114  -1.294
Si1 0.230 -1.566 -0.998  0.756
Cl1 0.354 -0.308 -3.734  0.432
Cl2 -0.073 1.480 -1.525  0.429
Cl3 0.978 1.599 1.848  0.317
H1 -1.535 -0.177 -2.198  -0.020
H2 0.852 0.985 0.796  -0.445
H3 0.683 -0.699 0.226  -0.176

Output
ΔE to the lowest compared entry with this formula, charge and spin	169.0	kcal per mole
HOMO	-0.3386	Ha

Entry 11:
Below is a 2-piece molecular cluster, CH3ClFOP overall, with properties calculated with ωB97M-V with the def2-TZVPD basis set.

Last column: Löwdin charge in e.
Cartesian coordinates (Å):
C1 0.954 0.048 0.223  -0.190
O1 -1.106 0.980 -1.482  -0.313
F1 -0.854 -2.381 -0.267  -0.585
P1 -0.861 0.385 -0.196  0.491
Cl1 -2.056 0.870 1.330  0.404
H1 1.325 0.091 -0.823  0.049
H2 1.529 0.983 0.566  0.085
H3 1.068 -0.976 0.650  0.058

Output
ΔE to the lowest compared entry with this formula, charge and spin	112.8	kcal per mole
HOMO (spin up / spin down)	-0.3800 / -0.3799	Ha

Entry 12:
Below is one molecule with the formula CH3ClN2O, with properties calculated with ωB97M-V with the def2-TZVPD basis set.

Last column: Löwdin charge in e.
Cartesian coordinates (Å):
C1 -1.223 -0.231 -0.198  -0.408
N1 -0.123 0.596 -0.058  -0.020
N2 1.186 0.040 0.690  -0.378
O1 -1.201 -1.388 0.053  0.045
Cl1 2.672 0.064 -0.231  0.396
H1 -2.072 0.348 -0.560  0.123
H2 -0.180 1.621 -0.355  0.146
H3 0.941 -1.050 0.660  0.096

Output
ΔE to the lowest compared entry with this formula, charge and spin	11.4	kcal per mole
2S+1	3
HOMO (spin up / spin down)	-0.2283 / -0.3819	Ha

Entry 13:
Below is one molecule with the formula CH3ClN2O2, with properties calculated with ωB97M-V with the def2-TZVPD basis set.

Last column: Löwdin charge in e.
Cartesian coordinates (Å):
O1 0.953 -0.935 -1.458  -0.129
N1 0.299 -0.236 -0.394  -0.317
C1 -1.050 -0.687 -0.117  -0.500
Cl1 -1.381 -0.312 1.596  0.593
N2 0.634 0.658 0.349  -0.080
O2 1.809 1.323 0.315  0.054
H1 -1.860 -0.162 -0.743  0.120
H2 -0.979 -1.819 -0.317  0.122
H3 1.576 2.170 0.768  0.138

Output
ΔE to the lowest compared entry with this formula, charge and spin	74.4	kcal per mole
HOMO (spin up / spin down)	-0.3598 / -0.3598	Ha
SMILES	[O-]/[N+](CCl)=N\O

Entry 14:
Below is one molecule with the formula CH3ClN2O2, with properties calculated with ωB97M-V with the def2-TZVPD basis set.

Last column: Löwdin charge in e.
Cartesian coordinates (Å):
C1 -0.930 -0.550 -0.096  -0.456
N1 0.997 0.751 0.364  -0.120
N2 0.449 -0.327 -0.154  -0.317
O1 2.214 0.959 0.393  -0.002
O2 1.189 -1.129 -0.794  -0.004
Cl1 -1.853 0.988 -0.275  0.597
H1 -1.162 -1.211 -0.936  0.112
H2 -1.404 -0.986 0.649  0.029
H3 0.500 1.504 0.849  0.161

Output
ΔE to the lowest compared entry with this formula, charge and spin	73.6	kcal per mole
HOMO (spin up / spin down)	-0.3314 / -0.3304	Ha

Entry 15:
Below is CH3ClN2O2 as an isolated structure, with properties calculated with ωB97M-V with the def2-TZVPD basis set.

Last column: Löwdin charge in e.
Cartesian coordinates (Å):
C1 0.113 0.059 0.533  -0.460
N1 -2.331 0.968 -0.237  -0.008
N2 -0.463 0.855 -0.350  -0.140
O1 -0.355 0.593 -1.739  0.002
O2 -2.669 0.949 -1.319  -0.016
Cl1 -0.512 -1.683 0.091  0.488
H1 1.130 -0.059 0.370  0.075
H2 -0.372 0.246 1.418  0.064
H3 -0.194 -0.294 -1.831  -0.005

Output
ΔE to the lowest compared entry with this formula, charge and spin	29.5	kcal per mole
2S+1	3
HOMO (spin up / spin down)	-0.2766 / -0.3974	Ha

Entry 16:
Below is one molecule with the formula CH3ClNO2PS, with properties calculated with ωB97M-V with the def2-TZVPD basis set.

Last column: Löwdin charge in e.
Cartesian coordinates (Å):
O1 1.556 -1.390 0.877  0.003
C1 1.293 -0.429 -0.036  -0.411
N1 0.048 -0.393 -0.896  -0.176
P1 -1.419 0.033 0.024  0.307
S1 -1.695 1.991 0.181  0.051
O2 2.330 0.625 -0.230  -0.545
Cl1 2.091 1.924 0.816  0.679
H1 -0.130 -1.336 -1.354  0.111
H2 -1.498 -0.546 1.341  -0.010
H3 -2.575 -0.480 -0.724  -0.008

Output
HOMO	-0.3332	Ha
SMILES	O=C(N[PH2]=S)OCl

Entry 17:
Below is a 2-piece molecular cluster, CH3ClO2PS overall, with properties calculated with ωB97M-V with the def2-TZVPD basis set.

Last column: Löwdin charge in e.
Cartesian coordinates (Å):
C1 1.239 1.159 0.093  -0.614
O1 0.404 -0.770 -0.203  -0.524
O2 -1.779 0.014 1.047  -0.482
P1 -1.098 -0.893 0.056  -0.024
S1 2.737 1.014 -0.674  0.376
Cl1 -1.526 -2.847 0.314  0.226
H1 1.261 1.230 1.190  0.019
H2 -1.720 -0.596 -1.377  0.028
H3 0.481 1.689 -0.446  -0.004

Output
ΔE to the lowest compared entry with this formula, charge and spin	47.0	kcal per mole
HOMO	-0.1609	Ha
total charge	-1

Entry 18:
Below is a 2-piece molecular cluster, CH3ClOSi overall, with properties calculated with ωB97M-V with the def2-TZVPD basis set.

Last column: Löwdin charge in e.
Cartesian coordinates (Å):
C1 -0.270 -3.626 0.102  -0.080
O1 0.077 -4.427 -0.597  0.044
Si1 0.301 -0.227 0.455  0.264
Cl1 1.701 -1.405 -0.537  0.156
H1 1.111 0.847 0.890  -0.118
H2 -0.558 -1.221 0.893  -0.151
H3 -0.369 0.648 -0.493  -0.114

Output
ΔE to the lowest compared entry with this formula, charge and spin	14.6	kcal per mole
HOMO	-0.4003	Ha

Entry 19:
Below is one molecule with the formula CH3F2N2P, with properties calculated with ωB97M-V with the def2-TZVPD basis set.

Last column: Löwdin charge in e.
Cartesian coordinates (Å):
H1 -0.176 -1.917 -0.798  0.078
N1 0.572 -1.330 -0.408  0.020
C1 0.147 -0.216 -0.372  -0.572
N2 -1.177 0.353 -0.775  0.018
P1 1.638 0.439 0.874  0.916
F1 1.333 1.899 1.196  -0.283
F2 0.727 -0.421 2.028  -0.367
H2 -1.543 0.407 -1.823  0.139
H3 -1.520 0.786 0.076  0.051

Output
ΔE to the lowest compared entry with this formula, charge and spin	35.5	kcal per mole
HOMO	-0.3336	Ha
SMILES	[H]/N=C(\N)P(F)F

Entry 20:
Below is one molecule with the formula CH3F2O2P, with properties calculated with ωB97M-V with the def2-TZVPD basis set.

Last column: Löwdin charge in e.
Cartesian coordinates (Å):
C1 -0.171 0.106 0.031  -0.167
O1 -1.384 -0.290 -0.524  -0.278
O2 -2.495 0.299 0.008  -0.318
P1 -3.377 -0.811 1.272  0.959
F1 -3.907 0.493 2.084  -0.276
F2 -4.570 -0.989 0.307  -0.227
H1 0.767 -0.003 -0.699  0.129
H2 0.119 -0.235 1.107  0.097
H3 -0.048 1.209 0.267  0.082

Output
ΔE to the lowest compared entry with this formula, charge and spin	122.6	kcal per mole
HOMO	-0.3615	Ha
SMILES	COOP(F)F

no.,total energy (eV),largest force on an atom (eV Å⁻¹)
1,-78196.697,3.79
2,-88104.710,2.41
3,-84009.964,2.29
4,-42546.833,4.26
5,-42549.392,5.99
6,-37464.756,5.94
7,-48303.623,3.84
8,-35417.202,3.22
9,-49980.873,5.37
10,-46528.166,2.75
11,-27659.908,3.61
12,-18629.312,7.63
13,-20677.737,6.41
14,-20677.775,5.03
15,-20676.443,6.07
16,-39313.399,9.28
17,-37829.884,4.14
18,-23532.780,2.95
19,-18788.935,7.26
20,-19902.449,4.53